Record 1
DFT (the ωB97M-V functional and the def2-TZVPD basis) results for a molecular structure, C32H30AsHfN3O2.

HOMO energy (alpha / beta), Eh: -0.6572 / -0.6572
Kohn-Sham gap (alpha / beta), Ha: 0.108 / 0.109
Calculated total energy, eV: -104336.8560

The geometry in ORCA input format:
```
! wB97M-V def2-TZVPD RIJCOSX def2/J DEFGRID3
* xyz 4 1
N 1.136 0.580 -2.334
C 0.683 0.215 -3.345
C 0.092 -0.229 -4.553
H 0.322 -1.295 -4.698
H 0.500 0.354 -5.393
H -0.994 -0.084 -4.479
N 1.727 2.989 -0.171
C 1.657 4.100 0.177
C 1.654 5.462 0.587
H 2.023 6.090 -0.238
H 2.320 5.578 1.456
H 0.623 5.737 0.847
N 2.470 -0.179 0.635
C 2.849 -0.964 1.412
C 3.297 -1.918 2.364
H 2.717 -1.793 3.288
H 4.367 -1.764 2.576
H 3.157 -2.935 1.970
Hf 2.591 1.214 -0.958
C 0.367 1.305 1.851
O 0.825 1.436 2.898
C -1.033 2.052 -1.048
O -1.407 2.855 -1.780
C 3.698 1.736 -2.918
C 4.023 0.407 -2.619
C 4.571 0.082 -1.373
C 4.802 1.091 -0.424
C 4.514 2.427 -0.738
C 3.959 2.749 -1.987
H 3.254 1.990 -3.883
H 3.868 -0.380 -3.363
H 4.822 -0.959 -1.155
H 5.189 0.839 0.563
H 4.702 3.205 0.001
H 3.723 3.782 -2.244
C -3.963 -3.099 -2.534
C -3.673 -1.764 -2.849
C -2.780 -1.026 -2.061
C -2.202 -1.608 -0.922
C -2.462 -2.951 -0.627
C -3.339 -3.696 -1.433
As -1.126 -0.407 0.252
C -2.694 0.428 1.123
C -2.658 1.784 1.471
C -3.790 2.420 1.989
C -4.986 1.703 2.120
C -5.036 0.347 1.770
C -3.886 -0.289 1.286
C -0.676 -1.732 1.669
C -1.072 -1.565 2.999
C -0.663 -2.507 3.958
C 0.096 -3.617 3.585
C 0.498 -3.766 2.255
C 0.156 -2.798 1.310
H -4.669 -3.674 -3.145
H -4.156 -1.297 -3.712
H -2.556 0.011 -2.323
H -1.999 -3.426 0.236
H -3.537 -4.743 -1.189
H -1.730 2.357 1.350
H -3.739 3.476 2.284
H -5.879 2.200 2.493
H -5.965 -0.224 1.867
H -3.910 -1.347 1.015
H -1.709 -0.719 3.276
H -0.951 -2.364 5.002
H 0.385 -4.362 4.330
H 1.089 -4.632 1.953
H 0.515 -2.888 0.279
*
```


Record 2
DFT (the ωB97M-V functional and the def2-TZVPD basis) results for a molecular structure, C35H37N6O2RuS2Se.

HOMO energy (alpha / beta), Eh: -0.2552 / -0.2548
Kohn-Sham gap (alpha / beta), Ha: 0.235 / 0.183
Calculated total energy, eV: -139529.5265
ΔE to the lowest compared entry with this formula, charge and spin, kJ/mol: 327.6

The geometry in ORCA input format:
```
! wB97M-V def2-TZVPD RIJCOSX def2/J DEFGRID3
* xyz 0 2
Ru -0.102 0.232 -0.611
C -0.529 -5.154 -2.571
C -1.795 -4.462 -3.070
N -1.665 -3.016 -3.218
C -1.350 -2.157 -2.237
S -1.519 -0.451 -2.615
N -1.094 -2.574 -1.026
N -0.652 -1.647 -0.209
C -0.963 -1.773 1.104
C -0.894 -3.113 1.761
C -1.558 -0.606 1.631
C -2.198 -0.491 2.885
C -3.032 0.570 3.124
C -3.258 1.512 2.113
C -2.517 1.412 0.954
N -1.636 0.440 0.735
H -0.707 -6.224 -2.464
H -0.242 -4.742 -1.611
H 0.295 -4.987 -3.263
H -2.628 -4.677 -2.390
H -2.057 -4.854 -4.053
H -1.980 -2.590 -4.071
H -0.012 -3.642 1.404
H -1.769 -3.712 1.491
H -0.851 -3.026 2.845
H -2.044 -1.256 3.633
H -3.532 0.676 4.078
H -3.976 2.310 2.233
H -2.634 2.132 0.153
C 2.836 -0.299 -8.425
C 2.741 -0.401 -6.929
C 3.854 -0.720 -6.160
C 3.740 -0.914 -4.792
C 2.504 -0.787 -4.183
C 1.390 -0.429 -4.923
C 1.515 -0.233 -6.288
S 2.333 -1.237 -2.455
O 1.362 -2.292 -2.383
O 3.655 -1.536 -1.972
N 1.684 0.066 -1.660
C 2.388 1.247 -1.767
C 3.635 1.427 -2.361
C 4.245 2.685 -2.410
C 3.643 3.796 -1.884
C 2.393 3.666 -1.254
C 1.740 4.751 -0.636
C 0.559 4.530 0.015
C 0.002 3.247 0.015
N 0.552 2.211 -0.593
C 1.760 2.398 -1.202
H 3.867 -0.174 -8.752
H 2.242 0.531 -8.808
H 2.451 -1.215 -8.878
H 4.821 -0.821 -6.637
H 4.600 -1.190 -4.195
H 0.435 -0.326 -4.431
H 0.644 0.048 -6.867
H 4.166 0.578 -2.749
H 5.223 2.770 -2.864
H 4.117 4.768 -1.923
H 2.197 5.732 -0.665
H 0.041 5.330 0.525
H -0.924 3.071 0.539
C 1.842 4.418 8.121
C 1.597 3.640 6.860
C 0.617 4.021 5.951
C 0.411 3.330 4.769
C -0.645 3.815 3.817
C 1.213 2.205 4.481
Se 0.976 1.295 2.827
C 2.191 1.785 5.405
C 3.080 0.597 5.167
C 2.362 2.516 6.570
H 1.187 5.286 8.183
H 2.877 4.761 8.152
H 1.674 3.793 8.999
H -0.001 4.885 6.168
H -1.269 4.570 4.292
H -1.277 2.994 3.480
H -0.174 4.251 2.934
H 2.642 -0.092 4.451
H 3.268 0.066 6.100
H 4.041 0.927 4.767
H 3.121 2.201 7.278
*
```


Record 3
DFT (the ωB97M-V functional and the def2-TZVPD basis) results for 5 unconnected molecules or ions with the total composition C13H26Cl8NO3S.

HOMO energy, Eh: -0.1626
Kohn-Sham gap, Ha: 0.236
Calculated total energy, eV: -132548.5455

The geometry in ORCA input format:
```
! wB97M-V def2-TZVPD RIJCOSX def2/J DEFGRID3
* xyz -1 1
C 1.465 1.271 0.678
C 2.794 0.377 0.420
S 2.331 -0.826 -0.960
C 1.680 -2.316 -0.023
N 0.511 -2.952 -0.668
C -0.737 -2.156 -0.540
C -1.173 -1.812 0.962
C -2.698 -1.366 1.143
C -3.100 -0.013 0.375
O -1.975 0.719 -0.177
C -2.321 0.963 -1.571
C -1.920 -3.107 -1.137
O -2.177 -4.146 -0.405
O -2.573 -2.857 -2.316
H 1.693 2.328 1.081
H 0.851 1.292 -0.287
H 0.838 0.754 1.493
H 3.686 1.023 0.114
H 3.016 -0.242 1.365
H 1.550 -2.056 1.083
H 2.536 -3.094 -0.064
H 0.387 -3.936 -0.401
H -0.722 -1.239 -1.240
H -1.010 -2.767 1.601
H -0.498 -1.001 1.413
H -2.837 -1.147 2.272
H -3.464 -2.184 0.902
H -3.607 0.701 1.135
H -3.919 -0.260 -0.391
H -1.477 1.462 -2.152
H -2.535 -0.064 -2.061
H -3.311 1.555 -1.670
C -0.576 -5.160 3.460
Cl 0.917 -4.311 3.882
Cl -1.971 -4.430 4.260
H -0.721 -5.109 2.380
H -0.491 -6.199 3.773
C 5.509 4.095 0.810
Cl 5.111 2.659 1.760
Cl 4.606 4.127 -0.710
H 5.258 4.982 1.389
H 6.575 4.088 0.588
C 1.110 5.497 1.008
Cl 0.786 4.107 -0.036
Cl 2.463 5.200 2.111
H 1.350 6.356 0.383
H 0.218 5.706 1.597
C -2.292 0.979 -5.415
Cl -0.800 1.814 -4.964
Cl -3.701 1.729 -4.653
H -2.409 1.025 -6.496
H -2.228 -0.060 -5.093
*
```